(1)
The following is a DFT calculation (the ωB97M-V functional and the def2-TZVPD basis) of a single C34H28FNO4S2 molecule at a distorted geometry.

Structure (XYZ):
```
70
Properties=species:S:1:pos:R:3:lowdin_charge:R:1
C -6.78270 3.96891 2.59428 -0.064
N -5.85990 5.05219 2.31844 -0.241
C -6.44027 6.37370 2.28843 -0.079
C -4.48281 4.85797 2.31804 -0.249
C -3.91100 3.99198 1.36903 -0.014
C -2.55330 3.72437 1.41196 -0.066
C -1.73726 4.22847 2.42538 -0.118
C -0.26208 3.80500 2.48099 -0.222
C -0.10026 2.33004 2.77725 -0.278
F -0.61278 2.03057 4.02778 0.002
S 1.77097 1.75640 2.87979 0.828
O 2.38933 2.28846 1.66806 -0.282
O 2.26924 2.17865 4.19002 -0.283
C 2.29132 0.03085 2.81374 -0.296
C 2.70103 -0.50118 1.59333 -0.070
C 3.34546 -1.73645 1.55858 -0.061
C 3.55895 -2.45175 2.74224 -0.073
C 3.11977 -1.92105 3.95816 -0.072
C 2.49597 -0.67087 3.99941 -0.054
S -0.97581 0.82884 1.67490 0.839
O -1.25303 1.33718 0.33316 -0.329
O -0.11278 -0.34522 1.76968 -0.332
C -2.55978 0.12420 2.30461 -0.236
C -2.52121 -1.07237 3.02214 -0.055
C -3.70364 -1.60600 3.55616 -0.066
C -4.91900 -0.93551 3.38522 -0.070
C -4.96240 0.24515 2.62948 -0.062
C -3.79152 0.72853 2.03606 -0.050
C 0.58629 4.47154 3.59652 -0.132
C 0.36433 4.55510 4.96196 -0.039
C 1.33743 5.17554 5.77107 -0.060
C 2.52288 5.69209 5.22735 -0.063
C 2.73080 5.63496 3.84608 -0.001
C 1.77895 4.99839 3.05616 -0.127
C 1.71116 4.91203 1.60532 -0.147
C 2.53196 5.57373 0.70352 -0.008
C 2.11189 5.68351 -0.62390 -0.071
C 0.87422 5.15666 -0.99082 -0.063
C 0.06811 4.44767 -0.07422 0.001
C 0.50631 4.29136 1.22654 -0.090
C -2.28338 5.17255 3.30542 0.001
C -3.63390 5.50301 3.24263 0.010
H -6.28210 2.99543 2.49200 0.063
H -7.18128 4.05077 3.61970 0.088
H -7.62255 4.02623 1.88815 0.084
H -5.77120 7.05980 1.75072 0.095
H -7.39748 6.31305 1.75483 0.082
H -6.61807 6.76631 3.30149 0.081
H -4.54854 3.53040 0.61020 0.128
H -2.15646 3.07425 0.64018 0.071
H 2.52780 0.05681 0.67430 0.121
H 3.68961 -2.12535 0.60194 0.108
H 4.08042 -3.41014 2.71573 0.105
H 3.28267 -2.45855 4.89164 0.105
H 2.17456 -0.22799 4.94141 0.117
H -1.57506 -1.59196 3.15482 0.113
H -3.65900 -2.54561 4.11449 0.110
H -5.83283 -1.32255 3.84158 0.108
H -5.90185 0.78828 2.49510 0.095
H -3.83930 1.58471 1.36503 0.081
H -0.53448 4.13345 5.41562 0.122
H 1.17522 5.21811 6.85098 0.104
H 3.28737 6.12866 5.87950 0.107
H 3.62248 6.03326 3.35879 0.113
H 3.46397 5.99239 1.07519 0.111
H 2.74845 6.19590 -1.35112 0.105
H 0.51353 5.28099 -2.00967 0.101
H -0.88012 4.04709 -0.40696 0.099
H -1.65240 5.62361 4.07081 0.107
H -4.06371 6.19275 3.97103 0.116
```

- Net charge: 0
- SMILES: CN(C)c1ccc(C2(C(F)(S(=O)(=O)c3ccccc3)S(=O)(=O)c3ccccc3)c3ccccc3-c3ccccc32)cc1
- Orbital gap: 7.561 eV



(2)
The following is a DFT calculation (the ωB97M-V functional and the def2-TZVPD basis) of a molecular structure, C34H29AgBCl2N3O3P at a distorted geometry.

Structure (XYZ):
```
74
Properties=species:S:1:pos:R:3:lowdin_charge:R:1
Ag -0.71446 2.13086 -0.50809 0.625
O -0.59423 2.92729 2.30861 -0.051
N -0.91836 1.67712 1.84437 -0.127
C -1.97727 1.20866 2.35240 -0.125
C -2.41238 -0.19621 2.10404 -0.206
C -2.96567 -0.80571 3.23180 -0.050
C -3.35275 -2.13385 3.23143 -0.083
C -3.20642 -2.88150 2.07442 -0.080
C -2.69379 -2.27876 0.93709 -0.099
C -2.29279 -0.94198 0.91406 -0.283
P -1.76308 -0.19673 -0.70252 1.086
C -3.38663 -0.16975 -1.56865 -0.357
C -3.99326 1.07276 -1.73781 -0.087
C -5.24157 1.17212 -2.34641 -0.070
C -5.88497 0.03167 -2.79948 -0.094
C -5.28165 -1.21350 -2.64454 -0.091
C -4.04173 -1.31224 -2.03329 -0.104
C -0.86990 -1.55255 -1.53919 -0.364
C -0.01543 -2.41055 -0.84767 -0.096
C 0.80244 -3.30296 -1.52972 -0.069
C 0.77623 -3.34996 -2.91627 -0.087
C -0.06701 -2.49516 -3.61471 -0.084
C -0.87758 -1.59886 -2.93284 -0.095
H 0.20112 3.14429 1.76842 0.056
H -2.54191 1.80257 3.07005 0.133
H -3.07335 -0.21650 4.13600 0.111
H -3.75950 -2.58051 4.13017 0.101
H -3.50092 -3.92375 2.05050 0.101
H -2.61093 -2.86528 0.03075 0.095
H -3.48535 1.97124 -1.40674 0.052
H -5.69335 2.14830 -2.47484 0.108
H -6.85221 0.10816 -3.28213 0.098
H -5.77823 -2.10704 -3.00406 0.097
H -3.57580 -2.28544 -1.93044 0.097
H 0.01689 -2.37801 0.23535 0.068
H 1.47039 -3.95023 -0.97252 0.092
H 1.41777 -4.03987 -3.45099 0.098
H -0.08776 -2.51865 -4.69723 0.100
H -1.51230 -0.91924 -3.48981 0.109
Cl 5.54700 -2.04001 -0.63204 0.707
C 4.14560 -2.39148 0.32441 -0.593
C 3.91218 -3.70020 0.71404 -0.123
C 2.78825 -4.00079 1.46939 -0.099
C 1.91667 -2.99434 1.85333 -0.128
C 2.18083 -1.68966 1.47311 -0.575
Cl 1.14492 -0.42026 2.02788 0.822
C 3.28128 -1.35238 0.67731 -0.307
N 3.48814 -0.03421 0.25382 0.066
C 4.36209 0.82442 0.94931 -0.205
C 5.13536 0.42098 2.03592 -0.029
C 5.95058 1.33504 2.69395 -0.102
C 5.97721 2.66350 2.28992 -0.108
C 5.18789 3.05316 1.21090 -0.037
C 4.39555 2.14637 0.52340 -0.166
C 3.55663 2.51931 -0.65815 -0.054
C 2.07135 2.34252 -0.37557 -0.673
O 1.49225 3.18695 0.35135 -0.056
O 1.53034 1.33611 -0.90747 -0.122
H 4.60790 -4.47293 0.41560 0.100
H 2.59502 -5.02413 1.76607 0.105
H 1.04791 -3.20603 2.46173 0.108
H 2.65998 0.42075 -0.11701 0.050
H 5.08643 -0.60511 2.37950 0.107
H 6.54522 1.00636 3.53822 0.094
H 6.59727 3.38734 2.80475 0.090
H 5.19222 4.08612 0.88143 0.110
H 3.79781 1.87748 -1.50688 0.127
H 3.74677 3.55600 -0.93236 0.123
B -3.56993 5.91695 -1.80885 -0.459
C -2.64722 4.70275 -1.35188 -0.247
N -2.01360 3.79147 -1.03730 0.004
H -3.18801 6.28103 -2.90811 -0.016
H -3.46852 6.81134 -0.98744 -0.016
H -4.71563 5.49535 -1.86178 -0.020
```

- Net charge: -1
- Orbital gap: 7.827 eV



(3)
The following is a DFT calculation (the ωB97M-V functional and the def2-TZVPD basis) of a molecular structure, C34H29AuF6N10O6PS2 at a distorted geometry.

Structure (XYZ):
```
89
Properties=species:S:1:pos:R:3:lowdin_charge:R:1
Au -0.26902 0.16464 0.39254 1.240
C 2.81140 0.61076 5.10473 -0.057
N 2.34357 0.11841 3.82981 -0.093
C 1.73403 0.77609 2.84092 -0.100
N 1.36425 -0.08726 1.91185 0.017
C 1.78397 -1.28458 2.37865 -0.164
N 2.37916 -1.18234 3.53475 0.157
C 1.65423 0.85034 6.05601 -0.193
C 1.56326 0.13945 7.24910 -0.020
C 0.49540 0.33699 8.11334 -0.041
C -0.49824 1.24437 7.79997 0.005
C -0.41717 1.96354 6.60653 -0.128
C 0.66176 1.76701 5.74353 0.023
C -1.47204 2.88478 6.25687 -0.271
N -2.44945 3.30146 7.01612 0.111
N -3.21274 4.09887 6.29537 0.113
C -2.70501 4.16483 5.09366 -0.266
O -1.57589 3.42061 5.01939 0.137
C -3.24249 4.84109 3.94167 -0.134
C -4.45717 5.52217 4.02056 0.003
C -4.99850 6.07045 2.87270 -0.043
C -4.33903 5.94778 1.66059 -0.023
C -3.11353 5.28799 1.57414 -0.187
C -2.44029 5.17769 0.22022 -0.049
N -1.33789 4.25915 0.22811 -0.100
C -1.39715 2.95114 0.45627 -0.164
N -0.17942 2.43340 0.42110 0.010
C 0.60573 3.51143 0.17020 -0.193
N -0.06918 4.62064 0.05354 0.160
C -2.56438 4.74987 2.72398 0.022
H 3.36690 1.53933 4.94359 0.143
H 3.48172 -0.14946 5.51211 0.136
H 1.58612 1.83494 2.79231 0.132
H 1.63511 -2.19800 1.84414 0.120
H 2.32858 -0.57404 7.51392 0.117
H 0.43706 -0.22445 9.03391 0.116
H -1.33813 1.40988 8.45435 0.122
H 0.70924 2.34045 4.83039 0.106
H -4.95506 5.60831 4.97102 0.121
H -5.94152 6.59338 2.91614 0.115
H -4.77735 6.37414 0.77086 0.121
H -2.05054 6.15131 -0.09569 0.149
H -3.16416 4.82894 -0.52603 0.143
H -2.29577 2.41648 0.65580 0.082
H 1.67155 3.48523 0.10160 0.105
H -1.61050 4.24578 2.70669 0.116
C 2.26321 1.55133 -1.88561 -0.174
P 2.45241 -0.25903 -1.99881 0.556
C 4.19835 -0.64065 -1.60143 -0.160
C 2.25517 -0.71784 -3.75136 -0.155
O 1.50428 -0.92996 -1.06830 -0.430
H 2.89000 2.11843 -2.56561 0.065
H 2.49440 1.80629 -0.85324 0.023
H 1.21126 1.75229 -2.08230 0.042
H 4.87563 -0.05576 -2.21702 0.056
H 4.36657 -1.70000 -1.78406 0.058
H 4.37726 -0.42758 -0.55043 0.047
H 2.95923 -0.16677 -4.37099 0.059
H 1.24081 -0.48770 -4.06731 0.055
H 2.43137 -1.78685 -3.86320 0.061
F -3.30682 -1.20630 -2.50151 0.152
C -3.62651 0.00202 -2.94205 -0.665
F -3.27037 0.09746 -4.21827 0.165
F -4.94055 0.15506 -2.85505 0.162
S -2.77465 1.27893 -1.85589 0.611
O -1.53323 0.62389 -1.47602 -0.374
O -2.60937 2.49035 -2.58485 -0.233
N -3.78505 1.48312 -0.67505 -0.291
S -3.84862 0.41585 0.48349 0.604
O -2.68743 0.46726 1.34596 -0.350
O -4.33719 -0.87365 0.13886 -0.242
C -5.17900 1.26224 1.50700 -0.656
F -4.68604 2.39742 2.01543 0.136
F -6.24909 1.56017 0.79167 0.170
F -5.54974 0.49187 2.52545 0.161
N -5.07394 -7.45018 4.33171 0.179
C -4.48668 -6.65964 3.74532 -0.188
C -3.75147 -5.67187 3.05263 -0.216
C -2.35276 -5.78024 2.97124 -0.012
C -1.62570 -4.79844 2.34356 -0.011
C -2.28606 -3.68635 1.78078 -0.226
C -3.69545 -3.59784 1.83308 0.008
C -4.41492 -4.57939 2.47348 0.000
C -1.56698 -2.62103 1.21872 -0.077
C -0.95165 -1.66112 0.78617 -0.090
H -1.86702 -6.63794 3.41254 0.124
H -0.54826 -4.86634 2.27729 0.117
H -4.17915 -2.74911 1.36952 0.095
H -5.49035 -4.51975 2.54806 0.126
```

- Net charge: +1
- Orbital gap: 4.659 eV



(4)
The following is a DFT calculation (the ωB97M-V functional and the def2-TZVPD basis) of a molecular structure, C34H29Br12N5O10 at a distorted geometry.

Structure (XYZ):
```
90
Properties=species:S:1:pos:R:3:lowdin_charge:R:1
C -1.23202 4.37049 -1.39535 -1.196
Br 0.83896 4.33746 -1.26216 0.917
Br -1.76272 3.92940 -3.17801 1.119
Br -1.96410 6.12161 -0.92033 0.680
H -1.55267 3.56588 -0.73361 -0.143
C 5.73021 -0.07660 -2.55852 -1.347
Br 7.16736 0.95571 -3.55495 0.510
Br 4.08755 0.98068 -2.31579 1.057
Br 6.33982 -0.83282 -0.86640 0.712
H 5.56249 -0.95516 -3.18150 -0.024
C -2.36006 2.22717 2.08044 -1.134
Br -1.17135 1.32336 3.40337 0.608
Br -1.72616 4.03166 1.73815 1.005
Br -4.21066 2.11025 2.83626 0.712
H -2.26011 1.63291 1.17217 -0.073
C -2.73613 -0.95979 2.25778 -1.324
Br -2.49683 -2.93675 1.91024 0.855
Br -2.84107 -0.51266 4.18101 0.462
Br -4.47173 -0.43805 1.61458 0.652
H -1.96075 -0.30335 1.86283 -0.107
C -0.04765 -1.54469 -1.75192 -0.056
C -1.18804 -1.14247 -1.06716 -0.015
C -1.92203 -0.04993 -1.46069 -0.009
C -1.49353 0.63816 -2.59936 -0.097
C -0.35473 0.24907 -3.32918 0.071
C 0.29346 -0.88147 -2.87281 -0.026
N -2.23802 1.75842 -3.09122 -0.406
O -1.95084 2.23517 -4.16334 -0.188
O -3.19660 2.20613 -2.41797 -0.093
H 0.51923 -2.35388 -1.31573 0.070
H -1.48124 -1.67651 -0.17540 0.075
H -2.68070 0.27393 -0.76360 0.088
H -0.13955 0.76175 -4.25506 0.126
H 1.16692 -1.27493 -3.37145 0.096
C 3.01418 0.72162 -0.37317 -0.295
C 2.23296 -0.31888 0.10771 -0.187
C 0.89543 -0.18896 0.18201 0.002
C 0.30962 1.03914 -0.19517 -0.010
C 1.09412 2.05759 -0.72035 -0.176
C 2.49884 1.89765 -0.80384 -0.236
N -1.13464 1.32185 0.07449 -0.247
O -1.81824 0.44257 0.62272 -0.343
O -1.60388 2.43231 -0.16423 -0.196
H 4.07296 0.52951 -0.46530 -0.008
H 2.68992 -1.19220 0.54918 0.029
H 0.31505 -0.94139 0.69524 0.121
H 0.67114 2.90312 -1.24242 -0.293
H 3.15848 2.61542 -1.26868 0.044
C 1.08037 -2.65549 4.53970 -0.022
C 0.03753 -3.34676 3.88911 -0.075
C -0.06576 -3.27591 2.52922 -0.230
C 0.84687 -2.62115 1.77041 -0.054
C 1.91500 -1.88420 2.39860 0.002
C 2.08130 -1.93643 3.78153 -0.024
N 0.68198 -2.57246 0.24070 -0.245
O -0.35109 -2.99626 -0.24938 -0.013
O 1.59568 -2.04871 -0.31172 -0.209
H 1.32938 -2.68354 5.59022 0.102
H -0.61762 -3.94528 4.50471 0.117
H -0.84162 -3.87600 2.07719 -0.043
H 2.46251 -1.13011 1.85272 0.089
H 3.01416 -1.64729 4.24257 0.106
C 5.01242 -4.65814 0.63811 -0.089
C 4.54910 -5.16335 -0.53485 -0.029
C 3.84253 -4.25787 -1.40175 0.043
C 3.43514 -3.02832 -0.94198 -0.137
C 3.98448 -2.55508 0.24999 -0.109
C 4.74467 -3.38234 1.05180 -0.068
N 2.75953 -2.09864 -1.85276 -0.215
O 2.05470 -2.63065 -2.76549 0.008
O 2.76735 -0.84560 -1.74470 -0.200
H 5.75313 -5.19536 1.21183 0.114
H 4.76511 -6.16580 -0.87372 0.110
H 3.59082 -4.51229 -2.42073 0.120
H 3.71699 -1.61833 0.71619 0.070
H 4.93370 -2.93883 2.01822 0.121
C -3.84785 1.90205 -0.83633 -0.159
C -5.20655 1.83701 -0.85412 -0.043
C -5.94406 2.71666 -0.07187 0.028
C -5.26639 3.69475 0.69672 -0.236
C -3.88691 3.84851 0.53965 -0.242
C -3.14977 2.95212 -0.15634 -0.230
N -6.01193 4.64036 1.52162 -0.295
O -5.45610 5.28877 2.41511 0.060
O -7.30900 4.68069 1.38400 0.003
H -3.36121 1.09769 -1.36792 0.080
H -5.76937 1.08486 -1.38694 0.128
H -6.99771 2.94391 -0.13934 0.123
H -3.42427 4.73205 0.95404 -0.026
H -2.10957 3.16164 -0.35761 -0.214
```

- Energy relative to the best compared isomer or geometry (same formula, charge and spin): 56.094 eV
- Net charge: 0
- Orbital gap: 4.641 eV